# 1
# C31H62O11S

10 unconnected molecules or ions with the total composition C31H62O11S (ωB97M-V/def2-TZVPD, the OMol25 dataset).

E   -2444.1381 a.u.
HOMO   -9.187 eV
SMILES   O=S1(=O)CCCC1.CC(C)=O.CC(C)=O.CC(C)=O.CC(C)=O.CC(C)=O.CC(C)=O.CC(C)=O.CC(C)=O.CC(C)=O
Kohn-Sham gap   9.5 eV

Bonds (Å) are listed after each position.
Geometry (Å):
1 C -1.28 -2.12 -5.15  C2 1.537, C7 1.514, H8 1.098, H9 1.110
2 C -0.73 -0.72 -4.81  C1 1.537, C3 1.548, H10 1.075, H11 1.067
3 C -0.60 -0.70 -3.26  C2 1.548, S4 1.751, H12 1.108, H13 1.091
4 S -2.10 -1.40 -2.69  C3 1.751, O5 1.443, O6 1.485, C7 1.810
5 O -3.10 -0.39 -2.48  S4 1.443
6 O -1.91 -2.39 -1.60  S4 1.485
7 C -2.43 -2.37 -4.19  C1 1.514, S4 1.810, H14 1.073, H15 1.113
8 H -0.58 -2.95 -5.01  C1 1.098
9 H -1.58 -2.07 -6.21  C1 1.110
10 H -1.45 0.00 -5.14  C2 1.075
11 H 0.19 -0.52 -5.31  C2 1.067
12 H -0.54 0.27 -2.74  C3 1.108
13 H 0.20 -1.27 -2.80  C3 1.091
14 H -3.29 -1.85 -4.55  C7 1.073
15 H -2.66 -3.42 -3.88  C7 1.113
16 C -0.89 2.58 5.10  C17 1.478, H20 1.087, H21 1.091, H22 1.096
17 C -1.76 1.82 4.18  C16 1.478, O18 1.225, C19 1.509
18 O -1.47 0.64 4.01  C17 1.225
19 C -2.89 2.50 3.44  C17 1.509, H23 1.116, H24 1.127, H25 1.098
20 H -1.46 3.44 5.43  C16 1.087
21 H -0.12 2.98 4.44  C16 1.091
22 H -0.55 1.94 5.92  C16 1.096
23 H -3.71 1.78 3.19  C19 1.116
24 H -2.54 2.81 2.41  C19 1.127
25 H -3.31 3.33 4.01  C19 1.098
26 C 3.36 -3.57 -0.65  C27 1.502, H30 1.078, H31 1.140, H32 1.117
27 C 2.44 -2.56 -0.02  C26 1.502, O28 1.205, C29 1.516
28 O 1.65 -1.91 -0.66  C27 1.205
29 C 2.67 -2.31 1.45  C27 1.516, H33 1.136, H34 1.117, H35 1.075
30 H 3.08 -3.95 -1.63  C26 1.078
31 H 3.52 -4.47 0.03  C26 1.140
32 H 4.27 -2.92 -0.69  C26 1.117
33 H 3.65 -1.73 1.53  C29 1.136
34 H 2.92 -3.24 2.01  C29 1.117
35 H 1.94 -1.65 1.89  C29 1.075
36 C 3.28 0.96 4.99  C37 1.476, H40 1.116, H41 1.080, H42 1.099
37 C 4.69 0.59 5.22  C36 1.476, O38 1.217, C39 1.491
38 O 5.13 0.11 6.25  C37 1.217
39 C 5.67 1.01 4.17  C37 1.491, H43 1.068, H44 1.088, H45 1.133
40 H 3.07 2.04 5.12  C36 1.116
41 H 2.66 0.31 5.58  C36 1.080
42 H 3.04 0.78 3.93  C36 1.099
43 H 5.65 0.38 3.32  C39 1.068
44 H 6.64 0.85 4.64  C39 1.088
45 H 5.60 2.10 3.86  C39 1.133
46 C 1.49 3.24 -2.64  C47 1.512, H50 1.108, H51 1.085, H52 1.075
47 C 0.00 3.52 -2.63  C46 1.512, O48 1.203, C49 1.506
48 O -0.71 2.69 -3.12  C47 1.203
49 C -0.47 4.79 -1.98  C47 1.506, H53 1.091, H54 1.117, H55 1.052
50 H 1.71 2.88 -1.61  C46 1.108
51 H 2.14 4.10 -2.74  C46 1.085
52 H 1.71 2.48 -3.37  C46 1.075
53 H -0.32 4.73 -0.90  C49 1.091
54 H -1.53 5.02 -2.26  C49 1.117
55 H 0.06 5.60 -2.37  C49 1.052
56 C -0.35 -5.17 -0.52  C57 1.553, H60 1.104, H61 1.067, H62 1.130
57 C 0.39 -5.13 0.84  C56 1.553, O58 1.195, C59 1.534
58 O 1.45 -5.63 1.09  C57 1.195
59 C -0.27 -4.26 1.93  C57 1.534, H63 1.088, H64 1.120, H65 1.106
60 H -1.43 -5.41 -0.41  C56 1.104
61 H 0.27 -5.79 -1.13  C56 1.067
62 H -0.30 -4.09 -0.86  C56 1.130
63 H -0.30 -4.76 2.89  C59 1.088
64 H -1.30 -3.97 1.59  C59 1.120
65 H 0.22 -3.28 2.06  C59 1.106
66 C 4.93 1.67 -2.23  C67 1.524, H70 1.086, H71 1.112, H72 1.078
67 C 4.12 0.51 -1.66  C66 1.524, O68 1.201, C69 1.495
68 O 3.94 0.31 -0.49  C67 1.201
69 C 3.53 -0.39 -2.69  C67 1.495, H73 1.092, H74 1.111, H75 1.126
70 H 4.43 2.19 -3.04  C66 1.086
71 H 5.92 1.22 -2.49  C66 1.112
72 H 5.15 2.37 -1.44  C66 1.078
73 H 3.80 -1.44 -2.55  C69 1.092
74 H 3.84 -0.14 -3.73  C69 1.111
75 H 2.43 -0.35 -2.50  C69 1.126
76 C -3.37 -2.17 2.78  C77 1.547, H80 1.120, H81 1.061, H82 1.104
77 C -4.54 -1.28 2.31  C76 1.547, O78 1.219, C79 1.473
78 O -5.01 -0.36 2.96  C77 1.219
79 C -4.83 -1.44 0.88  C77 1.473, H83 1.073, H84 1.116, H85 1.105
80 H -3.25 -2.16 3.90  C76 1.120
81 H -2.45 -1.83 2.37  C76 1.061
82 H -3.48 -3.23 2.52  C76 1.104
83 H -3.94 -1.35 0.28  C79 1.073
84 H -5.55 -0.70 0.45  C79 1.116
85 H -5.28 -2.44 0.74  C79 1.105
86 C -4.76 2.76 -3.34  C87 1.527, H90 1.108, H91 1.075, H92 1.136
87 C -4.08 3.68 -2.32  C86 1.527, O88 1.206, C89 1.501
88 O -3.96 4.86 -2.56  C87 1.206
89 C -3.39 2.93 -1.22  C87 1.501, H93 1.073, H94 1.070, H95 1.077
90 H -5.74 2.43 -2.94  C86 1.108
91 H -4.27 1.83 -3.56  C86 1.075
92 H -4.96 3.31 -4.31  C86 1.136
93 H -4.07 2.32 -0.65  C89 1.073
94 H -2.81 3.63 -0.65  C89 1.070
95 H -2.68 2.30 -1.74  C89 1.077
96 C 1.32 1.14 1.72  C97 1.469, H100 1.123, H101 1.116, H102 1.096
97 C 0.37 1.04 0.61  C96 1.469, O98 1.233, C99 1.495
98 O 0.39 1.89 -0.28  C97 1.233
99 C -0.66 -0.05 0.60  C97 1.495, H103 1.090, H104 1.068, H105 1.056
100 H 0.99 0.48 2.56  C96 1.123
101 H 1.34 2.18 2.13  C96 1.116
102 H 2.29 0.81 1.33  C96 1.096
103 H -1.03 -0.20 1.61  C99 1.090
104 H -0.06 -0.85 0.21  C99 1.068
105 H -1.41 0.22 -0.10  C99 1.056



# 2
# C31H63NO32

11 unconnected molecules or ions with the total composition C31H63NO32 (ωB97M-V/def2-TZVPD, the OMol25 dataset).

E   -3681.2690 a.u.
HOMO   -10.488 eV
Energy relative to the best compared isomer or geometry (same formula, charge and spin)   47.0 kcal per mole
SMILES   C[N+](=O)[O-].COC(=O)OC.COC(=O)OC.COC(=O)OC.COC(=O)OC.COC(=O)OC.COC(=O)OC.COC(=O)OC.COC(=O)OC.COC(=O)OC.COC(=O)OC
Kohn-Sham gap   11.0 eV

Bonds (Å) are listed after each position.
Geometry (Å):
1 C -4.25 3.06 -2.83  O2 1.404, H7 1.090, H8 1.090, H9 1.090
2 O -3.41 3.02 -1.71  C1 1.404, C3 1.399
3 C -2.65 4.16 -1.40  O2 1.399, O4 1.190, O5 1.327
4 O -2.54 5.16 -2.02  C3 1.190
5 O -2.01 3.88 -0.27  C3 1.327, C6 1.460
6 C -1.20 4.94 0.32  O5 1.460, H10 1.090, H11 1.090, H12 1.090
7 H -5.14 2.51 -2.55  C1 1.090
8 H -3.80 2.65 -3.74  C1 1.090
9 H -4.54 4.09 -3.06  C1 1.090
10 H -1.78 5.71 0.83  C6 1.090
11 H -0.62 5.46 -0.45  C6 1.090
12 H -0.48 4.45 0.98  C6 1.090
13 C -0.52 0.00 7.87  O14 1.426, H19 1.090, H20 1.090, H21 1.090
14 O -0.22 -0.97 6.87  C13 1.426, C15 1.333
15 C 0.25 -0.62 5.67  O14 1.333, O16 1.174, O17 1.346
16 O 0.51 0.45 5.28  C15 1.174
17 O 0.42 -1.78 5.00  C15 1.346, C18 1.453
18 C 1.02 -1.76 3.68  O17 1.453, H22 1.090, H23 1.090, H24 1.090
19 H 0.36 0.64 7.84  C13 1.090
20 H -0.77 -0.37 8.86  C13 1.090
21 H -1.38 0.56 7.48  C13 1.090
22 H 2.11 -1.69 3.73  C18 1.090
23 H 0.80 -0.86 3.11  C18 1.090
24 H 0.81 -2.74 3.24  C18 1.090
25 C 7.61 -1.86 2.07  O26 1.389, H31 1.090, H32 1.090, H33 1.090
26 O 6.30 -2.29 1.87  C25 1.389, C27 1.321
27 C 5.72 -1.94 0.74  O26 1.321, O28 1.224, O29 1.303
28 O 6.19 -1.54 -0.32  C27 1.224
29 O 4.44 -2.14 0.93  C27 1.303, C30 1.393
30 C 3.52 -2.08 -0.11  O29 1.393, H34 1.090, H35 1.090, H36 1.090
31 H 7.69 -1.35 3.04  C25 1.090
32 H 8.00 -1.12 1.38  C25 1.090
33 H 8.22 -2.76 2.11  C25 1.090
34 H 3.30 -1.08 -0.50  C30 1.090
35 H 2.56 -2.45 0.23  C30 1.090
36 H 3.80 -2.64 -1.00  C30 1.090
37 C -0.03 0.05 -4.24  O38 1.454, H43 1.090, H44 1.090, H45 1.090
38 O -0.64 1.37 -4.13  C37 1.454, C39 1.416
39 C 0.07 2.50 -4.60  O38 1.416, O40 1.248, O41 1.289
40 O 0.95 2.51 -5.49  C39 1.248
41 O -0.30 3.49 -3.86  C39 1.289, C42 1.445
42 C 0.28 4.80 -4.00  O41 1.445, H46 1.090, H47 1.090, H48 1.090
43 H -0.74 -0.73 -4.01  C37 1.090
44 H 0.82 -0.10 -3.58  C37 1.090
45 H 0.13 -0.08 -5.31  C37 1.090
46 H -0.32 5.52 -3.45  C42 1.090
47 H 0.29 5.21 -5.01  C42 1.090
48 H 1.29 4.85 -3.60  C42 1.090
49 C 1.85 -6.88 3.29  O50 1.392, H55 1.090, H56 1.090, H57 1.090
50 O 1.58 -5.75 2.52  C49 1.392, C51 1.331
51 C 0.93 -5.86 1.36  O50 1.331, O52 1.233, O53 1.389
52 O 0.42 -6.87 0.86  C51 1.233
53 O 0.95 -4.62 0.73  C51 1.389, C54 1.450
54 C 0.40 -4.41 -0.60  O53 1.450, H58 1.090, H59 1.090, H60 1.090
55 H 2.30 -7.65 2.67  C49 1.090
56 H 1.03 -7.29 3.88  C49 1.090
57 H 2.70 -6.66 3.93  C49 1.090
58 H 1.00 -5.15 -1.14  C54 1.090
59 H 0.62 -3.39 -0.90  C54 1.090
60 H -0.66 -4.66 -0.68  C54 1.090
61 C -7.22 -0.81 -2.60  O62 1.373, H67 1.090, H68 1.090, H69 1.090
62 O -6.47 0.09 -1.89  C61 1.373, C63 1.359
63 C -5.51 -0.31 -1.01  O62 1.359, O64 1.212, O65 1.328
64 O -5.22 -1.42 -0.62  C63 1.212
65 O -4.99 0.82 -0.56  C63 1.328, C66 1.410
66 C -3.92 0.86 0.36  O65 1.410, H70 1.090, H71 1.090, H72 1.090
67 H -7.93 -1.31 -1.92  C61 1.090
68 H -6.71 -1.61 -3.13  C61 1.090
69 H -7.80 -0.28 -3.35  C61 1.090
70 H -4.06 0.74 1.43  C66 1.090
71 H -3.43 1.83 0.30  C66 1.090
72 H -3.17 0.08 0.22  C66 1.090
73 C 1.44 3.53 -1.18  O74 1.446, H79 1.090, H80 1.090, H81 1.090
74 O 2.88 3.60 -1.05  C73 1.446, C75 1.353
75 C 3.64 2.50 -1.26  O74 1.353, O76 1.201, O77 1.336
76 O 3.33 1.39 -1.59  C75 1.201
77 O 4.82 2.82 -0.74  C75 1.336, C78 1.427
78 C 5.93 2.00 -1.10  O77 1.427, H82 1.090, H83 1.090, H84 1.090
79 H 0.99 3.19 -0.25  C73 1.090
80 H 1.19 2.77 -1.91  C73 1.090
81 H 1.01 4.49 -1.48  C73 1.090
82 H 6.73 2.26 -0.40  C78 1.090
83 H 6.23 2.25 -2.12  C78 1.090
84 H 5.75 0.93 -0.99  C78 1.090
85 C -3.03 -0.92 3.30  O86 1.423, H91 1.090, H92 1.090, H93 1.090
86 O -3.65 -1.75 2.33  C85 1.423, C87 1.359
87 C -2.87 -2.64 1.66  O86 1.359, O88 1.272, O89 1.336
88 O -1.60 -2.57 1.59  C87 1.272
89 O -3.69 -3.58 1.19  C87 1.336, C90 1.402
90 C -3.16 -4.51 0.28  O89 1.402, H94 1.090, H95 1.090, H96 1.090
91 H -2.40 -1.55 3.93  C85 1.090
92 H -3.72 -0.46 4.00  C85 1.090
93 H -2.47 -0.13 2.80  C85 1.090
94 H -2.66 -5.30 0.83  C90 1.090
95 H -2.54 -4.18 -0.55  C90 1.090
96 H -4.02 -4.85 -0.30  C90 1.090
97 C 0.83 8.10 2.25  O98 1.453, H103 1.090, H104 1.090, H105 1.090
98 O 1.75 7.05 1.84  C97 1.453, C99 1.368
99 C 1.65 5.76 2.29  O98 1.368, O100 1.233, O101 1.328
100 O 0.87 5.34 3.14  C99 1.233
101 O 2.66 5.10 1.73  C99 1.328, C102 1.413
102 C 2.88 3.74 2.04  O101 1.413, H106 1.090, H107 1.090, H108 1.090
103 H -0.19 7.88 1.94  C97 1.090
104 H 1.19 9.06 1.88  C97 1.090
105 H 0.73 8.15 3.34  C97 1.090
106 H 2.83 3.67 3.13  C102 1.090
107 H 3.83 3.31 1.72  C102 1.090
108 H 2.10 3.05 1.71  C102 1.090
109 C 0.78 -4.71 -4.38  O110 1.431, H115 1.090, H116 1.090, H117 1.090
110 O -0.63 -4.51 -4.42  C109 1.431, C111 1.351
111 C -1.29 -3.62 -3.65  O110 1.351, O112 1.249, O113 1.326
112 O -0.78 -2.90 -2.76  C111 1.249
113 O -2.56 -3.67 -4.05  C111 1.326, C114 1.456
114 C -3.49 -2.68 -3.53  O113 1.456, H118 1.090, H119 1.090, H120 1.090
115 H 1.09 -5.43 -5.13  C109 1.090
116 H 1.13 -5.11 -3.43  C109 1.090
117 H 1.25 -3.75 -4.62  C109 1.090
118 H -3.22 -1.68 -3.87  C114 1.090
119 H -3.52 -2.74 -2.44  C114 1.090
120 H -4.47 -2.94 -3.91  C114 1.090
121 C 0.18 -0.80 -0.51  N122 1.499, H125 1.090, H126 1.090, H127 1.090
122 N -0.28 0.60 -0.26  C121 1.499, O123 1.193, O124 1.206
123 O 0.20 1.17 0.68  N122 1.193
124 O -1.16 1.10 -0.92  N122 1.206
125 H 0.80 -0.88 -1.41  C121 1.090
126 H -0.77 -1.28 -0.73  C121 1.090
127 H 0.67 -1.29 0.33  C121 1.090